1.
Here is 2 unconnected molecules or ions with the total composition C16H9ClF3N2O5S3 from the OMol25 dataset. Energies are from the ωB97M-V functional and the def2-TZVPD basis.

Each line ends with the Mulliken charge.
Atoms and positions in Å:
1 N 5.45781 1.75462 2.30728  -0.542
2 C 4.50438 1.09363 2.46151  -0.014
3 C 3.32944 0.27584 2.66210  0.273
4 C 2.47485 0.00388 1.59340  -0.461
5 C 1.33331 -0.76888 1.78687  -0.651
6 C 0.98166 -1.16081 3.06295  0.106
7 S -0.59373 -2.02023 3.29525  1.203
8 C -1.95845 -0.76141 2.97218  -0.285
9 Cl -3.49159 -1.52567 3.40417  -0.134
10 O -0.73192 -3.00632 2.25325  -0.572
11 O -0.70258 -2.33615 4.69169  -0.672
12 C 1.85632 -0.97686 4.13507  -0.564
13 C 3.01770 -0.23189 3.92941  -0.461
14 H 2.68386 0.41024 0.60740  0.606
15 H 0.71524 -1.05665 0.93994  0.589
16 H -1.66612 0.06701 3.62367  0.516
17 H 1.62524 -1.39316 5.11078  0.497
18 H 3.68325 -0.01286 4.76236  0.426
19 F -2.96771 1.76985 2.33377  -0.244
20 C -2.00960 1.41401 1.42319  0.726
21 F -2.31405 1.99514 0.25689  -0.154
22 F -0.80526 1.88885 1.85852  -0.245
23 S -1.93814 -0.39134 1.27297  -0.021
24 N -1.35443 0.13703 -1.27731  -0.067
25 C -2.31340 0.34344 -2.23922  0.237
26 O -3.53290 0.46842 -2.06979  -0.738
27 C -1.59968 0.40997 -3.55183  0.007
28 C -0.27282 0.04177 -3.44056  0.319
29 C 0.60534 0.07723 -4.51916  -0.514
30 C 0.08902 0.45988 -5.76514  -0.513
31 C -1.25944 0.83945 -5.88859  -0.436
32 C -2.10876 0.82348 -4.78292  -0.592
33 S 0.13208 -0.26520 -1.73121  1.107
34 O 1.13414 0.69475 -1.32158  -0.639
35 O 0.40376 -1.65625 -1.48242  -0.672
36 H 1.64667 -0.19158 -4.36620  0.404
37 H 0.73533 0.47123 -6.63723  0.364
38 H -1.63981 1.16603 -6.85490  0.356
39 H -3.14903 1.14949 -4.81656  0.450

Its HOMO energy is -0.2153 Ha. For the LUMO energy, the calculation gives 0.0672 Eh. The charge is -1. The frontier orbital gap comes out at 7.69 eV.



2.
Here is a molecular structure, C17H10Br2Cl3N2O5SiSn from the OMol25 dataset. Energies are from the ωB97M-V functional and the def2-TZVPD basis.

Each line ends with the Mulliken charge.
Atoms and positions in Å:
1 Sn 1.12886 -0.70800 -0.35295  0.994
2 C 0.62696 1.21363 -3.24647  -1.050
3 C 0.67285 2.08950 -2.03932  0.643
4 C 0.57207 3.53530 -2.17379  -0.679
5 C 0.61959 4.35019 -1.09379  -1.139
6 C 0.96108 3.72555 0.17999  1.002
7 C 1.19118 4.43986 1.38156  0.192
8 Br 1.50556 6.31712 1.28913  -0.263
9 C 1.45362 3.80892 2.56000  -0.653
10 C 1.40952 2.41080 2.53913  0.093
11 Br 1.74885 1.47655 4.13547  -0.168
12 C 1.28658 1.63464 1.44666  0.656
13 O 1.30341 0.34950 1.49270  -0.836
14 C 1.03000 2.31096 0.25548  -0.130
15 N 0.93295 1.53602 -0.88029  0.230
16 H 0.45912 1.85734 -4.14974  0.328
17 H -0.20171 0.56477 -3.31540  0.337
18 H 1.47668 0.53485 -3.28595  -0.001
19 H 0.40890 3.90319 -3.19821  0.356
20 H 0.57504 5.39810 -1.18450  0.373
21 H 1.63195 4.35687 3.48430  0.374
22 Cl 3.99877 1.76065 -2.78996  -0.282
23 Si 3.76440 -0.22422 -2.27381  0.224
24 Cl 5.58805 -0.64954 -1.16687  -0.367
25 Cl 4.30391 -1.10199 -4.27262  -0.403
26 O -2.38994 -1.34659 -1.92016  -0.697
27 C -1.88682 -1.26166 -0.81724  0.098
28 O -1.16253 -0.30466 -0.38970  -0.668
29 C -2.07944 -2.46973 0.11491  0.181
30 C -2.83681 -3.54069 -0.24967  -0.403
31 C -3.05654 -4.59006 0.61588  -0.470
32 C -2.61657 -4.46302 1.94220  0.519
33 C -1.92181 -3.38622 2.37972  -1.030
34 C -1.61326 -2.43174 1.44585  -0.243
35 N -3.03043 -5.49920 2.90547  0.920
36 O -3.19774 -6.62023 2.47001  -0.595
37 O -3.14269 -5.16356 4.03371  -0.580
38 H -3.21821 -3.47062 -1.26698  0.464
39 H -3.58372 -5.48916 0.26341  0.399
40 H -1.53489 -3.30618 3.36431  0.463
41 H -1.17680 -1.54726 1.76751  0.811

Its HOMO energy is -0.1885 Ha. For the LUMO energy, the calculation gives 0.0589 Eh. The charge is -1. Its energy above the lowest of the compared OMol25 structures with the same formula, charge and spin is 14.2 kcal per mole. The frontier orbital gap comes out at 6.73 eV.